Version A
Entry from the OMol25 dataset: a single C3H9NS molecule (ωB97M-V with the def2-TZVPD basis set).

Last columns: bonded neighbours and bond lengths (Å).
CARTESIAN COORDINATES (ANGSTROEM)
1 C 0.59 0.77 1.64  N2 1.449, H6 1.153, H7 1.157, H8 1.019
2 N 0.85 -0.38 0.80  C1 1.449, C3 1.392, H9 0.997
3 C 1.01 0.06 -0.51  N2 1.392, S4 1.847, H10 1.079, H11 1.127
4 S -0.39 0.79 -1.46  C3 1.847, C5 1.838
5 C -1.47 -0.69 -1.24  S4 1.838, H12 1.136, H13 1.110, H14 1.193
6 H 0.69 1.81 1.14  C1 1.153
7 H 1.10 0.97 2.66  C1 1.157
8 H -0.39 0.60 1.84  C1 1.019
9 H 0.09 -1.02 0.80  N2 0.997
10 H 1.86 0.72 -0.62  C3 1.079
11 H 1.09 -0.74 -1.29  C3 1.127
12 H -1.85 -0.70 -0.17  C5 1.136
13 H -2.36 -0.60 -1.91  C5 1.110
14 H -0.83 -1.58 -1.68  C5 1.193

As for the LUMO energy: 0.89 eV. Its SMILES is CNCSC. For the HOMO energy, the calculation gives -0.3115 Ha. For the HOMO-LUMO gap, the calculation gives 9.37 eV. As for the net charge: 0.

Results of the Löwdin charge analysis, in e, for atoms 1 through 2: atom 1 (C): -0.147, atom 2 (N): -0.142

=====

Version B
Entry from the OMol25 dataset: 2 unconnected molecules or ions with the total composition C3H9NS (ωB97M-V with the def2-TZVPD basis set).

Last columns: bonded neighbours and bond lengths (Å).
CARTESIAN COORDINATES (ANGSTROEM)
1 C -1.84 3.09 -1.33  N2 1.268, H3 1.085, H4 1.160
2 N -1.86 2.63 -2.51  C1 1.268, H5 1.020
3 H -2.62 3.69 -0.87  C1 1.085
4 H -0.80 3.49 -1.00  C1 1.160
5 H -2.85 2.42 -2.65  N2 1.020
6 C 0.16 -1.07 0.74  C7 1.610, H9 1.058, H10 1.121, H11 1.102
7 C 1.66 -1.66 0.75  C6 1.610, S8 1.904, H12 1.086, H13 1.071
8 S 1.60 -3.13 1.96  C7 1.904, H14 1.345
9 H 0.21 -0.48 1.62  C6 1.058
10 H -0.72 -1.74 0.86  C6 1.121
11 H -0.09 -0.48 -0.16  C6 1.102
12 H 2.26 -0.98 1.34  C7 1.086
13 H 2.29 -2.07 -0.01  C7 1.071
14 H 2.60 -3.72 1.29  S8 1.345

As for the LUMO energy: 0.90 eV. Its SMILES is C=N.CCS. For the HOMO energy, the calculation gives -0.3263 Ha. For the HOMO-LUMO gap, the calculation gives 9.78 eV. As for the net charge: 0.

Results of the Löwdin charge analysis, in e, for atoms 1 through 2: atom 1 (C): -0.171, atom 2 (N): 0.010

=====

We find version A to be the most stable, with the next structure 0.0229 hartree higher.